No. 1
Entry from the Open Molecules 2025 dataset: C7H5Br2F as an isolated structure in a non-equilibrium geometry (ωB97M-V/def2-TZVPD).

Summary:
Energy relative to the best compared isomer or geometry (same formula, charge and spin) ... 14.1 kcal/mol
E ... -150137.4339 eV
LUMO energy (alpha / beta) ... -0.11 / -1.51 eV
Kohn-Sham gap (alpha / beta) ... 9.18 / 7.18 eV
Maximum force ... 3.62 eV/Å
Spin multiplicity ... 1
Net charge ... 0

Each line ends with the natural charge from an NBO analysis.
CARTESIAN COORDINATES (ANGSTROEM)
C: 1.2085 -0.9741 -0.4355  -0.243
C: 0.4636 -0.4467 -1.5047  -0.185
C: 1.6562 -0.2083 0.6126  -0.198
C: 0.1572 0.9220 -1.4471  -0.344
C: 1.2536 1.1699 0.6944  -0.320
C: 0.5466 1.5733 -0.3833  0.164
C: -2.1864 -0.2184 1.0786  0.204
F: -2.0761 -1.1432 0.0991  -0.340
Br: -3.5408 1.0558 0.5909  0.068
Br: -2.6412 -1.0497 2.7611  0.065
H: 1.4478 -2.1058 -0.3130  0.221
H: 0.2333 -1.0390 -2.4461  0.227
H: 2.2547 -0.6743 1.3909  0.218
H: -0.3053 1.3885 -2.2703  0.229
H: 1.5282 1.7499 1.5722  0.233

Forces on atoms 1 to 2 (eV/Å):
0.135 -2.753 -0.337
0.495 -0.543 -0.666

No. 2
Entry from the Open Molecules 2025 dataset: one molecule with the formula C8H14 in a non-equilibrium geometry (ωB97M-V/def2-TZVPD).

Summary:
Energy relative to the best compared isomer or geometry (same formula, charge and spin) ... 44.7 kcal/mol
E ... -8521.1424 eV
LUMO energy ... 1.03 eV
SMILES string ... C=C(CC)/C(C)=C\C
Kohn-Sham gap ... 9.79 eV
Maximum force ... 3.03 eV/Å
Spin multiplicity ... 1
Net charge ... 0

Each line ends with the natural charge from an NBO analysis.
CARTESIAN COORDINATES (ANGSTROEM)
C: -1.7421 -0.7518 0.5877  -0.394
C: -0.8179 -0.1051 -0.0948  -0.001
C: -0.8344 1.3333 -0.5978  -0.450
C: -0.7663 2.4101 0.4370  -0.609
C: 0.4496 -0.8354 -0.4888  -0.040
C: 0.4433 -1.6857 -1.7191  -0.646
C: 1.5490 -0.8226 0.2669  -0.172
C: 1.7525 0.0407 1.4990  -0.649
H: -2.6689 -0.3274 0.9745  0.196
H: -1.6624 -1.8116 0.8566  0.201
H: 0.0192 1.3783 -1.3241  0.209
H: -1.5486 1.4937 -1.4061  0.225
H: 0.1559 2.5720 0.9838  0.215
H: -1.5125 2.1720 1.1902  0.205
H: -1.1682 3.3167 -0.0284  0.215
H: 1.3838 -2.2683 -1.7665  0.215
H: -0.1512 -2.6085 -1.5160  0.214
H: 0.1998 -1.3510 -2.7312  0.224
H: 2.3597 -1.5411 0.1049  0.194
H: 2.3128 0.9157 1.1192  0.214
H: 2.3460 -0.4932 2.2458  0.216
H: 0.8228 0.4410 1.8546  0.218

Forces on atoms 1 to 2 (eV/Å):
-0.867 -0.512 0.699
1.136 0.168 -0.837

No. 3
Entry from the Open Molecules 2025 dataset: a 19-piece molecular cluster, C58H159N5O28 overall in a non-equilibrium geometry (ωB97M-V/def2-TZVPD).

Summary:
E ... -127494.4968 eV
LUMO energy ... 0.04 eV
Kohn-Sham gap ... 8.24 eV
Maximum force ... 2.63 eV/Å
Spin multiplicity ... 1
Net charge ... 0

Each line ends with the Mulliken charge.
CARTESIAN COORDINATES (ANGSTROEM)
C: 23.4848 20.5388 18.3999  0.130
O: 23.4726 21.4567 17.2891  -0.430
C: 23.6279 20.6900 16.1171  -0.148
C: 23.7286 21.6539 14.9449  -0.438
N: 22.5057 22.3558 14.7756  -0.300
C: 22.4254 23.3976 13.7568  -0.730
C: 22.5405 22.7741 12.3806  -0.723
O: 23.8394 22.4060 12.0615  -0.266
C: 23.8325 21.6270 10.9489  -0.838
H: 24.3175 19.8565 18.2971  0.022
H: 22.5037 20.0657 18.4244  0.646
H: 23.6494 21.1253 19.3082  -0.632
H: 22.8127 19.9706 15.9388  0.328
H: 24.4974 20.0231 16.2341  -0.017
H: 23.9444 20.9861 14.1147  0.164
H: 24.5685 22.3682 14.9929  0.300
H: 22.1533 22.7467 15.6355  0.194
H: 23.2136 24.1620 13.8225  0.331
H: 21.4704 23.9186 13.7128  0.453
H: 22.0957 23.4550 11.6446  0.545
H: 21.8378 21.9306 12.4233  0.351
H: 24.7967 21.3538 10.5732  0.261
H: 23.2860 22.0882 10.1242  0.333
H: 23.2185 20.7325 11.1101  0.349
C: 23.9984 15.9025 25.5275  -0.836
O: 24.0954 17.1385 24.8102  0.849
C: 23.0785 17.2789 23.8796  -0.668
C: 23.2176 18.6723 23.2549  -0.683
N: 24.2187 18.5660 22.1892  0.851
C: 25.5402 18.2003 22.5514  0.461
C: 26.4271 18.6343 21.4281  0.898
O: 26.6073 20.0547 21.3485  -0.732
C: 27.6156 20.3170 20.3845  0.282
H: 23.9989 15.1022 24.7892  -0.021
H: 22.9635 15.9026 25.8958  0.283
H: 24.7786 15.9050 26.2936  0.296
H: 22.0968 17.1991 24.3796  0.638
H: 23.0913 16.5103 23.0827  -0.152
H: 23.4892 19.3652 24.0653  0.340
H: 22.2429 18.9238 22.8334  0.225
H: 24.2924 19.5374 21.9116  -0.369
H: 25.6366 17.1077 22.5663  -0.880
H: 25.8149 18.6314 23.5194  0.010
H: 25.9585 18.3569 20.4860  -0.833
H: 27.4119 18.1625 21.4238  0.525
H: 27.7713 21.3854 20.3850  -0.443
H: 27.2783 19.8667 19.4603  0.243
H: 28.6003 19.8863 20.5892  0.203
C: 22.9683 16.2045 16.5483  -0.929
O: 23.9626 16.6960 17.3475  -0.384
C: 23.7005 16.5811 18.7100  1.238
C: 23.5442 15.1675 19.1850  -1.132
N: 24.7744 14.5171 18.7840  0.274
C: 24.9344 13.2224 19.4514  0.129
C: 24.0405 12.1736 18.8607  -0.722
O: 24.4801 10.8939 19.3571  -0.338
C: 23.6100 9.8870 18.9516  -0.805
H: 23.1396 16.4817 15.5244  0.316
H: 22.0163 16.6375 16.9013  0.286
H: 22.9791 15.1177 16.5988  0.203
H: 22.7947 17.1432 19.0031  -0.130
H: 24.5853 17.0008 19.2141  -0.640
H: 22.6594 14.6450 18.8136  0.644
H: 23.5164 15.2410 20.2587  0.299
H: 25.5188 15.1093 19.1442  -0.323
H: 24.7273 13.2506 20.5176  -0.491
H: 25.9558 12.8910 19.3143  0.579
H: 24.0565 12.2104 17.7705  0.400
H: 23.0129 12.3338 19.2059  0.340
H: 22.6284 10.0059 19.4174  0.310
H: 24.0852 8.9742 19.3057  0.256
H: 23.5521 9.7499 17.8839  0.343
C: 34.7655 22.6042 23.5545  -0.795
O: 34.3372 22.5143 22.1483  -0.334
C: 33.4476 23.5347 21.7886  -0.198
C: 33.1510 23.4096 20.2594  -0.758
N: 32.4813 22.1247 20.0339  0.027
C: 32.0890 21.8642 18.6782  -1.250
C: 31.3988 20.5466 18.5738  0.719
O: 32.0993 19.4593 19.0018  -0.525
C: 31.3749 18.2334 18.8058  -0.432
H: 35.2121 21.6256 23.6715  0.258
H: 33.9200 22.7031 24.2429  0.318
H: 35.4769 23.4123 23.6939  0.296
H: 33.8175 24.5147 22.1052  0.514
H: 32.5038 23.4319 22.3232  -0.007
H: 34.1154 23.4612 19.7566  0.350
H: 32.4407 24.1768 19.9402  0.364
H: 33.0152 21.3450 20.3770  0.211
H: 32.9216 21.9075 17.9534  0.360
H: 31.3410 22.5743 18.3223  0.445
H: 31.0717 20.4495 17.5207  0.469
H: 30.4420 20.6340 19.0966  -0.675
H: 31.0385 18.0900 17.7812  0.318
H: 30.5067 18.3960 19.4383  0.017
H: 31.9976 17.4193 19.1576  0.384
C: 12.6748 16.3763 26.4907  -0.782
O: 13.8929 16.2691 25.8341  -0.285
C: 14.1848 14.9648 25.4329  -0.674
C: 15.6007 14.8917 25.1034  -0.502
N: 15.8672 15.6833 23.9366  -0.350
C: 17.2832 15.8422 23.6783  -0.481
C: 17.8956 14.6641 22.9423  -0.662
O: 19.1904 14.9122 22.5759  -0.106
C: 20.1057 14.4701 23.5757  -0.506
H: 12.5129 15.6858 27.3280  0.305
H: 11.8135 16.1565 25.8570  0.317
H: 12.6427 17.4114 26.7913  0.250
H: 13.5543 14.6698 24.5690  0.304
H: 13.8554 14.2651 26.2124  0.433
H: 15.8145 13.8329 24.9313  0.356
H: 16.2380 15.1145 25.9599  0.289
H: 15.5522 16.6009 24.2147  0.268
H: 17.8966 16.0333 24.5567  0.334
H: 17.4049 16.7126 23.0365  0.316
H: 17.2690 14.4879 22.0591  0.300
H: 17.8076 13.7890 23.5936  0.241
H: 20.0331 15.0968 24.4662  0.228
H: 21.1116 14.5898 23.1909  -0.001
H: 19.9932 13.3983 23.7900  0.361
C: 24.9023 23.9792 19.7307  -0.152
C: 25.9329 23.5020 18.6303  0.273
O: 27.1777 24.2102 18.7926  -0.546
O: 25.2979 23.6267 21.0594  -0.509
H: 24.0268 23.3661 19.5510  0.255
H: 24.7311 25.0630 19.6585  0.182
H: 25.5049 23.7635 17.6528  0.397
H: 26.1004 22.4076 18.5967  -0.446
H: 27.5738 23.8842 19.6336  0.182
H: 26.2362 23.8281 21.1972  0.278
C: 25.9071 19.8901 28.5580  -0.798
C: 25.9754 19.0793 27.3239  0.451
O: 24.9322 19.4872 26.4286  -0.562
O: 26.2991 21.2243 28.3033  -0.567
H: 26.6702 19.4916 29.2473  0.324
H: 24.8817 19.8348 28.9466  0.392
H: 25.6487 18.0821 27.6864  0.067
H: 26.9790 19.1399 26.9012  -0.069
H: 24.8837 18.7186 25.8330  0.053
H: 25.7250 21.6162 27.6268  0.328
C: 19.7245 17.1337 20.0225  0.145
C: 20.2352 18.4375 20.6247  0.104
O: 20.0407 19.4796 19.6676  -0.519
O: 18.3410 17.2578 19.7638  -0.590
H: 19.9038 16.3175 20.7249  0.058
H: 20.2254 16.9252 19.0854  0.254
H: 21.3154 18.3535 20.7462  -0.351
H: 19.7119 18.6575 21.5516  0.356
H: 19.1044 19.5889 19.4639  0.306
H: 18.0443 16.5876 19.1497  0.340
C: 28.1652 16.5833 18.6235  0.873
C: 27.5648 16.3980 17.2194  -0.991
O: 26.6234 17.5054 17.0042  -0.600
O: 27.3068 16.0195 19.6065  0.091
H: 28.3074 17.6485 18.8079  -0.666
H: 29.1325 16.0739 18.6573  0.452
H: 26.9883 15.4803 17.1566  0.401
H: 28.2894 16.4492 16.3980  0.430
H: 25.7366 17.2576 17.3158  0.194
H: 27.8203 15.8630 20.4115  -0.134
C: 23.5655 11.5833 23.0379  -0.189
C: 24.3413 10.7431 24.0728  -0.336
O: 24.2968 11.4524 25.3365  -0.556
H: 23.2575 10.9818 22.1820  0.334
H: 24.0199 12.5129 22.7066  -0.216
H: 22.6595 11.8763 23.5790  -0.043
H: 25.3901 10.8004 23.7997  0.310
H: 24.0120 9.7038 24.1222  0.419
H: 25.1313 11.2562 25.8016  0.123
C: 28.3555 17.4503 24.9946  0.527
C: 29.6857 16.8236 25.4144  -0.830
O: 29.6605 15.4387 25.0220  -0.444
H: 28.2345 17.2548 23.9285  -0.502
H: 28.3230 18.5037 25.2601  0.291
H: 27.5177 16.9605 25.5107  0.205
H: 29.7714 16.8150 26.5008  0.347
H: 30.5172 17.3289 24.9327  0.377
H: 30.4757 15.0518 25.3731  0.269
C: 20.0472 13.1985 27.0155  -1.336
C: 21.5041 12.8636 27.1561  0.060
O: 22.1822 13.3041 26.0059  0.128
H: 19.4973 12.6223 26.2928  0.348
H: 19.9650 14.2654 26.7737  0.134
H: 19.6116 13.1018 28.0086  0.446
H: 21.6171 11.7640 27.2577  0.352
H: 21.8519 13.3583 28.0759  0.121
H: 22.8727 12.6266 25.8242  -0.126
C: 29.7548 20.4390 23.6880  -0.749
C: 30.7930 21.0018 22.8049  -0.298
O: 30.2744 21.9363 21.9025  -0.318
H: 29.4166 21.1230 24.4660  0.352
H: 30.2151 19.5920 24.1843  0.200
H: 28.8950 20.0443 23.1327  0.027
H: 31.3236 20.2132 22.2708  0.336
H: 31.5972 21.4437 23.4038  0.127
H: 30.9418 22.1769 21.1648  0.019
C: 25.4139 12.3168 28.2513  -0.677
C: 26.7127 11.5032 28.0311  -0.365
O: 26.7269 11.2018 26.5841  -0.461
H: 24.5217 11.8010 27.9197  0.143
H: 25.5221 13.1920 27.5982  0.024
H: 25.3372 12.6479 29.2910  0.451
H: 26.7801 10.5791 28.6073  0.372
H: 27.5775 12.1243 28.3129  0.290
H: 27.4758 10.5984 26.4647  0.243
C: 29.3817 25.7577 20.6264  -1.063
C: 28.7899 24.9568 21.7557  -0.303
O: 28.2310 23.7187 21.3624  -0.048
H: 28.6570 25.9214 19.8216  0.276
H: 30.1884 25.1447 20.2284  0.110
H: 29.7629 26.7177 20.9739  0.436
H: 27.9879 25.5234 22.2542  0.299
H: 29.4794 24.8090 22.5868  0.366
H: 28.7949 22.9689 21.5826  0.035
C: 28.5346 22.1214 16.5224  -1.149
C: 27.5835 20.9363 16.3189  0.976
O: 28.1880 19.7841 16.7945  -0.390
H: 28.1692 23.0634 16.1109  0.497
H: 29.4430 21.9619 15.9632  0.411
H: 28.6543 22.2429 17.5864  -0.084
H: 27.3812 20.8682 15.2478  0.390
H: 26.6367 21.1338 16.8244  -0.629
H: 27.5065 19.0908 16.9162  0.173
C: 22.7705 16.9963 28.9258  -0.580
C: 21.3503 16.8846 29.3659  -0.208
O: 20.7980 18.2002 29.6233  -0.553
H: 22.9942 15.9380 28.7478  0.099
H: 23.4640 17.3486 29.6924  0.346
H: 22.9595 17.5132 27.9885  0.154
H: 21.2920 16.3674 30.3136  0.315
H: 20.7687 16.4411 28.5570  0.182
H: 21.0834 18.8247 28.9542  0.300
C: 21.1636 22.3274 22.7674  -1.378
C: 22.3381 22.5805 21.8772  0.272
O: 23.4472 21.7974 22.2998  -0.176
H: 20.3580 22.9729 22.4146  0.431
H: 21.4427 22.6688 23.7743  0.339
H: 20.7477 21.3140 22.7732  0.186
H: 22.5372 23.6650 21.8006  0.208
H: 22.1492 22.3110 20.8323  0.075
H: 24.2775 22.0934 21.9017  0.152
C: 27.1183 13.5762 24.0437  -0.759
C: 26.8687 14.4013 22.7516  1.071
O: 27.9883 15.2693 22.3673  -0.814
H: 27.9572 12.9270 23.7969  0.585
H: 26.2272 13.0327 24.3553  -0.145
H: 27.3204 14.1724 24.9428  0.189
H: 25.9797 15.0206 22.8394  -0.592
H: 26.6732 13.7217 21.9252  0.061
H: 28.6575 15.2107 23.0760  0.197

Forces on atoms 1 to 2 (eV/Å):
-0.431 1.487 -0.073
0.176 -0.945 0.668

Number 1 is which compound?
C7H5Br2F

Number 1 is which compound?
C7H5Br2F